{
  "formula": "C28H74CuN3O11",
  "method": "the ωB97M-V functional and the def2-TZVPD basis",
  "species": ["Cu", "C", "C", "O", "H", "H", "H", "H", "H", "C", "O", "C", "C", "N", "C", "C", "O", "C", "H", "H", "H", "H", "H", "H", "H", "H", "H", "H", "H", "H", "H", "H", "H", "C", "O", "C", "C", "N", "C", "C", "O", "C", "H", "H", "H", "H", "H", "H", "H", "H", "H", "H", "H", "H", "H", "H", "H", "C", "O", "C", "C", "N", "C", "C", "O", "C", "H", "H", "H", "H", "H", "H", "H", "H", "H", "H", "H", "H", "H", "H", "H", "C", "C", "O", "H", "H", "H", "H", "H", "H", "C", "C", "O", "H", "H", "H", "H", "H", "H", "C", "C", "O", "H", "H", "H", "H", "H", "H", "C", "C", "O", "H", "H", "H", "H", "H", "H"],
  "xyz": [[1.35084, 3.44059, 0.95419], [0.47665, -0.00766, -1.29326], [-0.30796, 0.48454, -0.03413], [0.25587, 1.41903, 0.78878], [1.34473, -0.53404, -0.89644], [0.74618, 0.76471, -2.01362], [-0.00107, -0.78730, -1.88659], [-0.63589, -0.34731, 0.58924], [-1.25795, 0.77526, -0.48258], [-2.00666, 3.68811, 2.43717], [-1.07031, 4.03384, 1.51764], [-1.71349, 4.55584, 0.39630], [-0.69083, 5.11441, -0.62370], [0.29562, 4.11765, -1.03624], [1.02035, 4.51728, -2.31446], [0.48823, 3.99310, -3.62125], [-0.04386, 2.71467, -3.50093], [-1.22575, 2.47013, -4.17296], [-2.56684, 2.86237, 1.99847], [-2.71674, 4.43312, 2.79609], [-1.35349, 3.45075, 3.27690], [-2.32380, 5.41767, 0.66622], [-2.23567, 3.77719, -0.15971], [-0.17833, 5.91360, -0.08824], [-1.38602, 5.50899, -1.36472], [-0.13927, 3.30528, -1.44979], [2.02914, 4.15849, -2.11019], [1.27543, 5.57625, -2.35466], [1.25686, 4.08859, -4.38819], [-0.29424, 4.69590, -3.90746], [-1.07258, 2.52003, -5.25098], [-2.08222, 3.04041, -3.81331], [-1.48265, 1.43714, -3.93833], [1.41224, 1.66112, 3.83278], [2.10932, 2.31211, 2.74613], [3.56247, 2.00684, 2.74864], [4.16111, 2.97412, 1.75942], [3.54886, 2.99920, 0.38261], [3.76364, 1.68247, -0.25626], [5.20855, 1.22632, -0.37182], [5.93571, 2.34972, -0.86978], [7.34040, 2.30380, -0.75308], [1.81070, 1.81566, 4.83550], [1.44737, 0.57501, 3.74770], [0.40464, 2.07686, 3.82947], [3.50476, 0.96331, 2.43909], [4.10324, 2.11129, 3.68926], [5.23945, 2.84626, 1.66492], [4.07655, 4.00224, 2.11144], [4.13794, 3.67512, -0.08238], [3.21231, 1.62135, -1.19456], [3.10561, 0.96434, 0.23299], [5.34603, 0.36402, -1.02423], [5.54902, 0.83836, 0.58822], [7.73698, 3.23833, -1.14991], [7.93599, 1.52198, -1.22440], [7.67290, 2.15081, 0.27363], [-3.41968, -7.55536, 1.52634], [-3.56157, -7.15910, 0.15425], [-2.49323, -6.41305, -0.29686], [-2.27977, -5.01801, 0.34146], [-3.37002, -4.19088, -0.03100], [-3.13838, -2.89495, 0.60956], [-4.23033, -1.78821, 0.44446], [-5.48111, -2.06483, 0.97067], [-5.68613, -1.77730, 2.33762], [-4.39534, -7.95270, 1.80617], [-3.52111, -6.69448, 2.18717], [-2.58375, -8.18681, 1.82738], [-2.70186, -6.36138, -1.36547], [-1.52667, -6.90939, -0.21029], [-1.34742, -4.61033, -0.04921], [-2.07505, -5.20487, 1.39563], [-4.30824, -4.51982, 0.14692], [-2.19395, -2.63385, 0.13209], [-3.02281, -2.87276, 1.69319], [-4.42367, -1.46877, -0.57959], [-3.77766, -0.92790, 0.93746], [-5.11479, -2.45403, 2.97302], [-6.73660, -2.01507, 2.50519], [-5.48531, -0.74104, 2.60947], [-1.03756, -3.48329, -4.43002], [-2.05385, -3.16928, -3.33114], [-2.75273, -4.37699, -3.09713], [-0.19802, -2.79483, -4.52644], [-1.68771, -3.43332, -5.30347], [-0.66283, -4.50316, -4.34307], [-2.87505, -2.47839, -3.52191], [-1.32668, -3.02443, -2.53218], [-2.99426, -4.49740, -2.17585], [2.67241, 0.90494, -4.45884], [3.47242, 1.30014, -5.67078], [3.56055, 2.74147, -5.62373], [3.29723, 1.03229, -3.57481], [2.42152, -0.15549, -4.43372], [1.78345, 1.53393, -4.50594], [2.82067, 0.98946, -6.48735], [4.41631, 0.75698, -5.71722], [3.57698, 2.93051, -4.68267], [1.09605, -3.05245, 1.80920], [0.53926, -3.38654, 3.20931], [-0.78771, -2.86986, 3.21926], [1.03563, -1.97721, 1.64093], [0.63150, -3.68433, 1.05223], [2.17862, -3.17948, 1.80966], [1.11787, -2.85507, 3.96486], [0.54716, -4.44427, 3.47243], [-0.81832, -1.92782, 3.40153], [-1.79107, -0.22499, 5.43986], [-2.30122, 0.26253, 4.03633], [-1.33754, -0.09103, 3.06170], [-2.28908, 0.23639, 6.29263], [-0.76346, 0.11798, 5.56013], [-1.74445, -1.30470, 5.58187], [-2.48668, 1.33596, 3.99832], [-3.24663, -0.22008, 3.78857], [-1.21846, 0.52741, 2.33716]],
  "total_energy_ha": -3743.05030,
  "multiplicity": 2,
  "e_above_lowest_kcal_mol": 0.0,
  "lumo_energy_ev": [-2.2, -5.1],
  "total_charge": 1
}



{
  "formula": "C3H12N2O",
  "method": "the ωB97M-V functional and the def2-TZVPD basis",
  "species": ["C", "C", "N", "C", "N", "H", "H", "H", "H", "H", "H", "H", "H", "H", "H", "O", "H", "H"],
  "xyz": [[1.60998, 0.66236, -1.43845], [0.62370, 1.15660, -0.37061], [0.23215, -0.02792, 0.44188], [-0.41098, 0.08081, 1.73494], [-1.81635, -0.33212, 1.70312], [2.58790, 0.45881, -1.00027], [1.65568, 1.29228, -2.31673], [1.28017, -0.29320, -1.84082], [1.25018, 1.75859, 0.28631], [-0.27014, 1.48907, -0.87931], [0.90231, -0.77941, 0.34512], [-0.35295, 1.11728, 2.07606], [0.12414, -0.63313, 2.36320], [-2.21345, -0.40323, 0.78136], [-2.01990, -1.09778, 2.32229], [-1.09058, -1.35298, -1.73944], [-0.72679, -0.86114, -0.97791], [-1.36508, -2.23491, -1.49073]],
  "total_energy_ha": -306.21748,
  "smiles": "CCNCN.O",
  "multiplicity": 1,
  "e_above_lowest_kcal_mol": 16.6,
  "lumo_energy_ev": 1.0
}